# 1
Density functional theory data (ωB97M-V/def2-TZVPD) for a molecular structure, C19H23Cl2GeINO2PdS2 in a non-equilibrium geometry.

The geometry in ORCA input format:
```
! RIJCOSX wB97M-V def2-TZVPD def2/J DEFGRID3
* xyz 1 5
I -0.948 -0.318 3.202
Pd -0.067 0.582 0.732
Ge 1.829 2.729 1.499
Cl 2.070 3.105 -3.291
Cl 2.322 0.218 -3.522
S -2.436 1.270 0.131
S -2.634 -1.260 -1.492
O 0.606 1.615 -1.141
O -0.854 0.798 -2.605
N -3.661 0.978 -2.182
C -0.046 3.174 2.135
C -0.088 -4.953 1.874
C -2.902 0.433 -1.243
C 2.331 3.935 0.017
C 1.059 -1.874 -0.755
C 0.316 -3.924 1.002
C 1.481 -3.191 -0.991
C 1.202 1.585 -3.469
C -1.094 -3.359 3.350
C 2.881 3.177 3.153
C 0.209 1.311 -2.279
C -3.797 0.202 -3.395
C 2.252 0.840 1.252
C 0.315 -1.566 0.360
C -0.810 -4.685 3.008
C 1.090 -4.196 -0.146
C -3.763 -1.247 -2.939
C -0.693 -2.343 2.518
C -0.034 -2.568 1.293
H -1.607 -3.142 4.273
H 2.623 4.186 3.452
H 2.835 0.550 0.387
H -1.134 -5.485 3.658
H -2.948 0.415 -4.053
H -3.828 1.974 -2.189
H -4.732 -1.587 -2.579
H -3.389 -1.920 -3.704
H -0.238 2.707 3.103
H 3.215 3.566 -0.491
H 3.939 3.121 2.934
H -0.111 4.252 2.262
H 0.196 -5.968 1.641
H 2.093 -3.396 -1.856
H 1.366 -5.223 -0.337
H 1.326 -1.111 -1.477
H 2.648 2.489 3.959
H 1.532 4.025 -0.708
H -4.730 0.449 -3.904
H -0.819 2.878 1.416
H 0.642 1.605 -4.406
H 2.548 4.921 0.418
H 2.436 0.227 2.128
*
```

Properties
* HOMO level (spin up / spin down): -0.380 / -0.421 hartree
* total energy: -140462.7519 eV
* maximum force: 2.7 eV Å⁻¹

---

# 2
Density functional theory data (ωB97M-V/def2-TZVPD) for a molecular structure, C19H23ClN3O11OsS2Si in a non-equilibrium geometry.

The geometry in ORCA input format:
```
! RIJCOSX wB97M-V def2-TZVPD def2/J DEFGRID3
* xyz 1 1
Os 0.673 0.486 -1.506
Cl 1.574 -0.798 -3.770
S 0.527 -2.342 0.168
S 0.309 2.111 -0.040
Si 1.944 3.023 3.217
O 0.303 -0.797 0.043
O -2.610 -3.182 -1.146
O -0.735 1.014 -2.716
O 2.725 -1.483 -4.171
O 0.902 -1.447 -2.604
O 1.989 0.514 -3.072
O -7.092 -1.216 -4.885
O -6.328 0.692 -5.538
O -4.558 -3.855 -1.752
O 0.654 -0.530 -4.791
O -1.876 2.171 -4.226
N 2.335 0.716 -0.300
N -6.258 -0.338 -4.910
N -3.650 -3.062 -1.770
C -2.744 -0.961 -2.640
C 2.161 2.014 4.774
C -4.026 0.388 -4.161
C 2.546 1.886 1.800
C -0.319 -2.652 2.696
C 0.153 3.473 2.967
C -4.942 -1.707 -3.354
C 1.779 -2.471 1.486
C 3.827 1.325 1.875
C 1.110 -3.178 2.662
C -2.871 0.181 -3.412
C 4.354 0.520 0.871
C -5.027 -0.559 -4.114
C -1.795 1.228 -3.494
C -0.836 -2.798 1.272
C -3.784 -1.873 -2.622
C 3.044 4.522 3.208
C 3.566 0.215 -0.223
C 1.853 1.554 0.647
H 5.360 0.131 0.935
H 2.989 5.048 2.252
H -1.858 -1.158 -2.060
H 1.540 1.116 4.759
H 0.003 4.141 2.118
H -4.131 1.274 -4.770
H 3.895 -0.413 -1.041
H 2.664 -2.962 1.087
H -1.084 -3.829 1.015
H -0.951 -3.206 3.388
H -0.195 4.003 3.858
H 1.661 -2.977 3.581
H 1.867 2.603 5.645
H 1.112 -4.259 2.509
H -0.332 -1.601 2.993
H 3.198 1.708 4.925
H -1.672 -2.165 0.989
H 2.745 5.223 3.990
H -5.744 -2.429 -3.333
H -0.491 2.601 2.840
H 4.448 1.537 2.738
H 4.089 4.260 3.386
H 2.010 -1.432 1.729
*
```

Properties
* HOMO level (spin up / spin down): -0.450 / -0.450 hartree
* total energy: -91587.7362 eV
* maximum force: 1.0 eV Å⁻¹

---

# 3
Density functional theory data (ωB97M-V/def2-TZVPD) for a molecular structure, C19H23F6N3O5PdS2.

The geometry in ORCA input format:
```
! RIJCOSX wB97M-V def2-TZVPD def2/J DEFGRID3
* xyz -2 1
Pd -0.488 -0.696 -0.437
S 4.779 0.829 0.020
S 2.897 -0.843 1.267
F 4.983 3.429 -0.036
F 4.811 -1.526 2.982
F 3.288 2.704 1.094
F 3.627 -3.174 2.253
F 3.243 2.661 -1.070
F 5.124 -2.283 0.980
O 2.640 0.042 2.376
O 1.847 -1.699 0.797
O 5.561 0.824 1.233
O 0.275 -1.080 -3.311
O 5.448 0.757 -1.247
N -1.898 -0.759 2.165
N 3.554 -0.154 0.004
N -0.037 1.461 -0.408
C -3.070 0.075 2.086
C -4.450 -3.592 -0.805
C -0.551 1.678 -2.780
C -0.196 3.307 1.119
C 0.769 1.319 -3.482
C 1.280 -0.102 -3.205
C -2.758 -2.430 0.495
C 4.199 -2.019 1.904
C 0.085 1.983 0.817
C -1.211 -0.612 3.420
C -0.683 3.618 -1.187
C -2.086 -1.950 -0.654
C -3.821 -3.138 -1.961
C -0.589 4.144 0.090
C -3.904 -3.222 0.421
C -2.202 -2.153 1.879
C -2.680 -2.344 -1.873
C 4.016 2.492 0.001
C -0.405 2.270 -1.416
H -2.919 -2.531 2.639
H -0.129 -1.128 -2.376
H -0.262 -1.150 3.389
H -1.111 2.384 -3.400
H -5.341 -4.210 -0.854
H -4.216 -3.411 -2.937
H -1.150 0.769 -2.666
H -0.980 4.237 -2.025
H 2.060 -0.326 -3.941
H -2.218 -2.017 -2.800
H -2.784 1.123 2.215
H -4.385 -3.552 1.341
H -0.806 5.190 0.274
H -1.805 -0.989 4.280
H -3.529 -0.036 1.104
H -0.084 3.659 2.137
H 0.620 1.440 -4.561
H 0.421 1.294 1.584
H -0.991 0.443 3.600
H -1.271 -2.716 2.005
H -3.823 -0.180 2.862
H 1.753 -0.135 -2.212
H 1.554 2.026 -3.188
*
```

Properties
* HOMO level: 0.007 hartree
* total energy: -76238.4082 eV
* maximum force: 0.8 eV Å⁻¹

---

# 4
Density functional theory data (ωB97M-V/def2-TZVPD) for a single C19H23FN4O3S molecule in a non-equilibrium geometry.

The geometry in ORCA input format:
```
! RIJCOSX wB97M-V def2-TZVPD def2/J DEFGRID3
* xyz 0 1
S 0.610 -4.413 2.120
F -4.451 2.468 -5.258
O 0.021 -1.121 -0.154
O 3.209 1.885 -0.697
O -2.781 -2.382 -0.642
N -0.486 -2.235 2.944
N -1.508 -3.172 1.010
N 0.114 0.908 -1.103
N 2.582 -0.044 0.322
C -3.483 2.399 -4.322
C -2.226 -2.153 0.406
C -3.267 3.490 -3.499
C 3.399 0.074 1.513
C -1.884 0.286 0.176
C -2.735 1.243 -4.208
C -0.592 -3.121 2.017
C -1.506 2.261 -2.404
C -0.506 -0.034 -0.365
C -0.418 2.227 -1.352
C -2.275 3.411 -2.540
C 2.515 0.891 -0.636
C 2.545 0.578 2.677
C 1.416 0.587 -1.671
C 0.541 -2.504 3.788
C -1.743 1.182 -3.245
C 1.247 -3.627 3.519
C 4.018 -1.284 1.829
C -2.321 -0.831 1.127
H -1.696 -0.846 2.018
H 0.414 2.860 -1.675
H 4.603 -1.640 0.984
H -3.869 4.377 -3.613
H 3.140 0.641 3.584
H 2.151 1.566 2.450
H 1.878 -0.775 0.320
H 4.181 0.805 1.284
H -3.363 -0.679 1.413
H -0.801 2.661 -0.423
H 2.082 -4.041 4.045
H 3.235 -2.009 2.042
H -2.095 4.253 -1.889
H 1.711 -0.101 2.848
H -1.455 -4.001 0.426
H 1.434 -0.475 -1.928
H 4.668 -1.209 2.696
H 1.578 1.189 -2.565
H -1.883 1.241 0.702
H -1.159 0.280 -3.149
H -2.576 0.355 -0.667
H -2.931 0.408 -4.861
H 0.721 -1.830 4.606
*
```

Properties
* HOMO level: -0.319 hartree
* total energy: -45733.7983 eV
* SMILES string: CC(C)NC(=O)CN(Cc1ccc(F)cc1)C(=O)CCC(=O)Nc1nccs1
* maximum force: 1.1 eV Å⁻¹

---

# 5
Density functional theory data (ωB97M-V/def2-TZVPD) for a single C19H23FN6O molecule in a non-equilibrium geometry.

The geometry in ORCA input format:
```
! RIJCOSX wB97M-V def2-TZVPD def2/J DEFGRID3
* xyz 0 1
F -6.424 -1.964 4.048
O 1.808 -1.768 -3.452
N -1.278 -3.226 3.672
N -0.752 -2.432 2.716
N -0.481 0.928 0.174
N -1.486 -0.491 1.617
N 0.974 0.126 -1.615
N -3.321 -3.276 5.079
C -4.198 -1.355 3.238
C 2.225 4.404 -0.720
C 0.855 -1.114 -1.226
C -4.630 -2.963 5.076
C -0.533 -0.315 0.586
C 3.063 -2.400 -1.240
C -2.567 -2.865 4.040
C -1.702 -1.590 2.460
C 2.255 4.658 -2.241
C 0.993 4.356 -2.912
C 1.628 -2.206 -2.037
C 0.280 1.079 -0.899
C 0.544 2.552 -1.154
C 0.156 -1.332 -0.059
C 0.761 2.845 -2.616
C 0.859 -3.543 -2.182
C -5.101 -2.045 4.131
C -2.900 -1.853 3.161
C 1.670 3.017 -0.303
H -5.271 -3.318 5.895
H 1.639 -0.769 -3.411
H 0.232 -2.362 0.333
H 0.742 -4.003 -1.186
H 3.402 -3.389 -1.595
H -2.183 0.225 1.634
H 0.141 4.898 -2.586
H 1.520 2.209 -2.981
H -0.685 -3.746 4.220
H -4.642 -0.456 2.693
H 3.011 -2.454 -0.173
H -0.342 3.120 -0.830
H 1.086 4.409 -3.979
H 2.400 2.241 -0.398
H 1.299 -4.340 -2.738
H 1.486 5.101 -0.297
H 3.018 4.116 -2.763
H -0.245 2.617 -3.116
H 3.281 4.630 -0.233
H -0.122 -3.189 -2.614
H 3.606 -1.498 -1.507
H 2.534 5.766 -2.406
H 1.398 2.970 0.698
*
```

Properties
* HOMO level: -0.308 hartree
* total energy: -33780.3131 eV
* SMILES string: CC(C)(O)c1cc(Nc2n[nH]c3ncc(F)cc23)nc(C2CCCCC2)n1
* maximum force: 3.6 eV Å⁻¹

---

# 6
Density functional theory data (ωB97M-V/def2-TZVPD) for a molecular structure, C19H23HgNP in a non-equilibrium geometry.

The geometry in ORCA input format:
```
! RIJCOSX wB97M-V def2-TZVPD def2/J DEFGRID3
* xyz -1 1
Hg -0.180 0.891 -1.825
P 0.094 0.165 0.282
N 0.626 -1.504 -2.699
C -1.285 1.143 2.469
C -3.242 -2.149 0.381
C -0.826 3.305 3.450
C -1.329 -3.637 0.486
C -2.712 -3.442 0.475
C 3.318 -1.404 2.031
C 2.821 -0.091 -0.399
C 4.345 -1.225 1.099
C -0.333 1.423 1.475
C -1.527 2.099 3.451
C -0.993 -1.256 0.353
C 0.376 2.640 1.464
C -2.386 -1.052 0.315
C 0.121 3.573 2.459
C -0.461 -2.554 0.413
C 2.037 -0.949 1.753
C 4.098 -0.566 -0.107
C 1.786 -0.318 0.528
C -1.514 2.334 -4.732
H -2.493 2.143 -3.967
H 0.622 -1.707 -3.699
H 1.579 -1.592 -2.341
H -0.917 -4.642 0.551
H 2.619 0.453 -1.324
H -4.322 -1.985 0.368
H -2.093 2.995 -5.938
H -0.994 4.018 4.252
H 5.347 -1.592 1.323
H 0.619 -2.695 0.438
H -1.797 0.177 2.486
H -0.688 3.152 -4.223
H -2.246 1.874 4.240
H -2.787 -0.035 0.240
H 1.229 -1.093 2.475
H -2.471 3.290 -6.572
H 4.906 -0.409 -0.822
H 1.119 2.821 0.686
H 0.041 -2.180 -2.208
H 0.687 4.497 2.482
H -3.389 -4.296 0.534
H 3.512 -1.901 2.982
H -0.920 1.280 -5.082
*
```

Properties
* HOMO level (spin up / spin down): -0.020 / -0.019 hartree
* total energy: -35023.1596 eV
* maximum force: 5.2 eV Å⁻¹

---

# 7
Density functional theory data (ωB97M-V/def2-TZVPD) for a gas-phase ion, C19H23N2O3 (charge +1) in a non-equilibrium geometry.

The geometry in ORCA input format:
```
! RIJCOSX wB97M-V def2-TZVPD def2/J DEFGRID3
* xyz 1 1
O -4.117 2.479 0.888
O -3.096 4.115 -0.872
O -3.097 0.517 1.250
N 2.204 0.744 -1.405
N 2.258 -1.362 0.109
C -1.196 3.404 -2.035
C 0.639 -2.907 1.004
C 3.516 -1.213 -0.585
C 2.614 -4.713 1.693
C 0.867 0.239 -1.862
C -2.192 3.175 -1.071
C 1.288 -5.017 1.942
C 1.973 -2.596 0.753
C -2.175 1.951 -0.368
C 2.960 -3.507 1.106
C -4.093 0.205 2.221
C -1.184 1.011 -0.634
C 2.227 1.078 0.040
C 1.954 -0.174 0.888
C -0.207 1.251 -1.582
C -0.230 2.462 -2.285
C 3.314 -0.195 -1.727
C -3.225 1.690 0.639
C 0.302 -4.108 1.598
H 1.475 1.843 0.237
H 3.063 -0.709 -2.655
H 3.390 -5.413 1.962
H 0.508 2.657 -3.051
H 0.908 -0.214 1.192
H -3.823 -0.765 2.630
H -4.107 0.964 3.005
H -0.140 -2.212 0.727
H -1.208 0.078 -0.094
H 4.324 -0.875 0.082
H 2.357 1.618 -1.919
H -3.746 3.818 -0.190
H 3.212 1.490 0.266
H 0.675 -0.704 -1.351
H 0.942 0.057 -2.937
H -0.736 -4.337 1.786
H 2.564 -0.119 1.804
H 1.024 -5.956 2.402
H -1.225 4.336 -2.576
H 4.231 0.374 -1.883
H 3.807 -2.171 -1.015
H 4.002 -3.284 0.938
H -5.077 0.164 1.753
*
```

Properties
* HOMO level: -0.419 hartree
* total energy: -29193.2730 eV
* SMILES string: COC(=O)c1cc(C[NH+]2CCN(c3ccccc3)CC2)ccc1O
* maximum force: 1.1 eV Å⁻¹

---

# 8
Density functional theory data (ωB97M-V/def2-TZVPD) for a single C19H23N3O2S molecule.

The geometry in ORCA input format:
```
! RIJCOSX wB97M-V def2-TZVPD def2/J DEFGRID3
* xyz 0 1
S -1.654 -2.904 -0.449
O 0.314 0.139 -2.829
O -2.961 0.720 0.285
N -0.713 0.526 0.461
N -1.767 -0.305 -2.045
N -2.061 0.111 2.273
C 1.034 1.751 -0.723
C 0.905 4.656 1.699
C -1.974 0.465 0.958
C 1.244 2.594 0.500
C 0.759 3.895 0.553
C -0.399 1.214 -0.778
C 1.065 -2.260 -0.559
C 1.536 4.124 2.811
C -0.065 -2.510 0.206
C 1.878 2.071 1.620
C -2.169 -1.209 -3.104
C -0.567 0.288 -2.004
C 2.025 2.830 2.769
C -1.223 -2.406 -3.241
C -1.389 -3.474 -2.166
C 0.012 -2.415 1.596
C 2.319 -1.777 1.439
C 1.194 -2.044 2.206
C 2.248 -1.897 0.062
H 2.523 2.411 3.631
H -2.168 -0.666 -4.057
H 0.525 5.666 1.726
H 1.214 2.327 -1.631
H -0.538 -4.155 -2.152
H -1.272 -0.301 2.740
H 0.266 4.313 -0.312
H -0.207 -2.014 -3.260
H 1.717 0.899 -0.726
H 1.039 -2.337 -1.632
H -0.866 -2.647 2.181
H -1.117 2.038 -0.896
H 3.121 -1.701 -0.545
H 2.275 1.064 1.589
H 1.244 -1.973 3.283
H 3.245 -1.492 1.914
H 1.650 4.717 3.706
H -1.407 -2.885 -4.205
H -2.977 -0.140 2.605
H -2.445 -0.049 -1.332
H -2.295 -4.052 -2.354
H -3.184 -1.545 -2.888
H 0.065 0.338 1.073
*
```

Properties
* HOMO level: -0.296 hartree
* total energy: -39479.0568 eV
* SMILES string: NC(=O)N[C@@H](Cc1ccccc1)C(=O)NCCCSc1ccccc1
* maximum force: 0.7 eV Å⁻¹